Density functional theory data (ωB97M-V with the def2-TZVPD basis set) for 2 unconnected molecules or ions with the total composition C23H42N6O8PS2 at a distorted geometry.

```
82
Properties=species:S:1:pos:R:3:lowdin_charge:R:1
C 3.343 3.531 4.240 0.1349
C 3.666 2.564 3.400 -0.1058
N 3.804 1.661 2.238 -0.0037
C 5.234 1.215 2.089 -0.1453
O 5.498 -0.147 2.493 -0.0993
C 4.538 -1.083 1.931 -0.2841
C 5.054 -2.612 1.919 -0.1044
C 5.173 -3.239 0.432 -0.1941
C 4.495 -4.735 0.400 -0.1901
C 5.370 -5.612 -0.686 -0.2032
C 4.376 -6.672 -1.429 -0.1511
C 4.262 -7.989 -0.468 -0.1599
O 3.102 -7.760 0.431 -0.1207
C 2.297 -8.957 0.491 -0.3587
C 2.198 -9.875 1.838 -0.0058
O 1.646 -9.258 -0.581 0.0234
N 3.239 -0.867 2.673 -0.1658
N 3.401 -0.950 4.056 0.0714
C 2.841 0.537 2.269 -0.1479
N 1.538 0.726 1.930 -0.1386
C 1.017 2.081 1.460 -0.1664
C 1.664 2.558 0.054 -0.1796
C 1.198 4.076 -0.371 -0.2285
C -0.414 4.047 -0.441 -0.4951
S -1.143 5.440 -1.490 0.8703
C -2.837 4.796 -1.893 -0.5184
N -3.473 4.158 -0.739 -0.0212
N -4.676 3.710 -1.231 -0.0179
C -4.785 4.076 -2.654 -0.0502
O -3.591 4.790 -3.104 -0.0298
P 0.446 -0.707 2.062 0.9675
C -1.243 -0.164 2.819 -0.2571
O 0.044 -1.343 0.513 -0.3025
H 3.004 4.429 4.889 0.0825
H 5.546 1.397 0.982 0.1579
H 5.942 1.884 2.731 0.1698
H 4.327 -0.757 0.826 0.1673
H 4.325 -3.236 2.552 0.1161
H 6.123 -2.597 2.393 0.1418
H 4.614 -2.636 -0.387 0.1160
H 6.297 -3.305 0.148 0.1178
H 3.411 -4.695 -0.011 0.1160
H 4.561 -5.172 1.470 0.1135
H 5.924 -4.910 -1.412 0.1036
H 6.190 -6.140 -0.049 0.1142
H 3.332 -6.227 -1.638 0.1204
H 4.828 -6.953 -2.458 0.1150
H 5.205 -8.087 0.213 0.1303
H 4.152 -8.972 -1.052 0.1318
H 1.742 -9.291 2.729 0.0930
H 3.215 -10.333 2.122 0.0886
H 1.490 -10.768 1.592 0.0995
H 4.243 -1.486 4.328 0.1122
H 2.602 -1.539 4.383 0.1033
H 1.074 2.873 2.298 0.1391
H -0.122 1.909 1.268 0.1082
H 1.350 1.775 -0.751 0.1222
H 2.817 2.579 0.042 0.1069
H 1.628 4.866 0.356 0.1257
H 1.689 4.280 -1.408 0.1248
H -0.841 4.077 0.633 0.0886
H -0.737 3.071 -0.983 0.0941
H -5.690 3.797 -3.318 0.1419
H -1.339 -0.468 3.933 0.0607
H -2.102 -0.715 2.267 0.0711
H -1.436 0.968 2.719 0.0387
H 0.266 -0.631 -0.140 0.0523
O -9.369 6.215 -5.704 -0.2734
S -8.809 5.585 -4.536 0.6059
O -8.589 4.162 -4.467 -0.2931
O -9.652 6.046 -3.232 -0.2653
C -11.066 5.858 -3.234 -0.2690
C -11.436 4.412 -2.967 -0.0759
C -7.294 6.404 -4.120 -0.1303
H -11.503 6.212 -4.172 0.1177
H -11.470 6.484 -2.433 0.1243
H -11.131 3.768 -3.797 0.0715
H -12.516 4.307 -2.839 0.0824
H -10.934 4.042 -2.070 0.0851
H -7.462 7.481 -4.119 0.0777
H -6.551 6.142 -4.875 0.0769
H -6.965 6.061 -3.139 0.0582
```

## Properties
Orbital gap (eV): 6.398
Total charge: +1
E (a.u.): -2969.02921

Density functional theory data (ωB97M-V with the def2-TZVPD basis set) for 4 unconnected molecules or ions with the total composition C23H43BrN7O at a distorted geometry.

```
75
Properties=species:S:1:pos:R:3:lowdin_charge:R:1
C 0.583 -3.249 1.948 -0.0745
C 1.252 -2.198 0.950 -0.2417
O 0.468 -1.903 -0.228 -0.2296
C 0.883 -2.680 -1.362 -0.2221
C 2.198 -2.151 -2.088 -0.1604
C 2.206 -0.565 -2.366 -0.1795
C 1.630 -0.168 -3.805 -0.1661
C 0.492 0.953 -3.790 -0.1135
N -0.426 0.805 -2.632 -0.1117
C -1.261 -0.308 -2.342 0.0391
N -1.870 0.097 -1.120 0.1273
C -1.456 1.382 -0.662 -0.2352
N -1.812 2.052 0.450 -0.0836
C -2.748 1.379 1.403 -0.0955
C -1.845 0.929 2.680 -0.1607
C -2.042 -0.600 3.079 -0.3830
C -0.903 -0.916 4.190 -0.1125
C -3.453 -0.768 3.826 -0.0772
C -1.198 3.387 0.628 -0.5663
Br 0.796 3.323 0.847 0.7289
C -1.776 4.240 1.853 -0.2583
C -0.899 4.216 3.185 -0.1876
N -0.551 1.776 -1.699 0.1288
H 1.160 -4.239 1.943 0.0797
H -0.482 -3.469 1.628 0.0823
H 0.632 -2.829 3.011 0.0584
H 1.437 -1.196 1.477 0.1224
H 2.267 -2.629 0.644 0.0947
H 1.128 -3.742 -0.992 0.1317
H -0.002 -2.827 -2.078 0.1134
H 3.105 -2.390 -1.456 0.0966
H 2.219 -2.656 -3.119 0.1053
H 1.720 -0.034 -1.491 0.1034
H 3.312 -0.263 -2.338 0.1182
H 1.207 -1.128 -4.265 0.1094
H 2.517 0.227 -4.411 0.1201
H -0.043 0.921 -4.801 0.1393
H 0.985 1.986 -3.755 0.1393
H -1.412 -1.276 -2.900 0.1578
H -3.609 2.042 1.721 0.1207
H -3.191 0.420 0.999 0.1277
H -1.974 1.625 3.570 0.1154
H -0.744 1.037 2.368 0.1034
H -1.877 -1.333 2.232 0.1239
H 0.138 -0.642 3.792 0.0736
H -1.100 -0.160 5.031 0.0889
H -0.957 -1.984 4.571 0.0864
H -3.263 -0.930 4.937 0.0821
H -3.990 -1.663 3.382 0.0842
H -4.023 0.208 3.710 0.0763
H -1.416 3.993 -0.320 0.1194
H -2.842 3.996 2.145 0.0841
H -1.789 5.330 1.500 0.1190
H -0.477 3.204 3.459 0.0454
H -0.048 4.974 3.118 0.0729
H -1.524 4.556 4.085 0.0732
H -0.008 2.651 -1.764 0.1347
C 4.772 -5.179 -2.308 -0.0707
C 4.298 -4.936 -0.912 -0.2468
N 3.925 -4.745 0.181 0.1268
H 4.026 -5.755 -2.858 0.0821
H 4.933 -4.230 -2.815 0.0092
H 5.710 -5.736 -2.289 0.0866
C -5.622 5.850 2.414 -0.0571
C -4.357 6.159 3.147 -0.2462
N -3.367 6.403 3.720 0.1430
H -5.896 6.691 1.776 0.0831
H -5.485 4.962 1.795 0.0689
H -6.427 5.666 3.127 0.0838
C 4.307 -2.507 -5.920 -0.0556
C 5.403 -2.929 -4.996 -0.2341
N 6.260 -3.261 -4.273 0.1376
H 3.338 -2.728 -5.470 0.0596
H 4.376 -1.435 -6.110 0.0778
H 4.392 -3.044 -6.865 0.0842
```

## Properties
Orbital gap (eV): 9.144
Total charge: +1
E (a.u.): -3934.29800

Density functional theory data (ωB97M-V with the def2-TZVPD basis set) for a molecular structure, C23H43Cl3N3O4SiTm at a distorted geometry.

```
78
Properties=species:S:1:pos:R:3:lowdin_spin:R:1
C 2.364 3.463 -4.383 -0.0017
C 1.302 3.610 -3.317 0.0570
H 2.680 4.460 -4.720 0.0004
H 1.976 2.910 -5.251 -0.0018
H 3.238 2.938 -3.980 0.0001
C 0.547 4.777 -3.196 0.5161
C 0.361 5.804 -4.252 0.0917
H 0.097 5.006 -2.235 0.0274
H -0.176 5.452 -5.154 0.0226
H 1.282 6.328 -4.567 0.0227
H -0.308 6.559 -3.812 -0.0011
Tm -0.562 -1.525 0.137 1.0630
Cl -1.212 -3.509 -1.339 -0.0021
C -0.193 0.339 2.533 -0.0022
O -1.132 -0.173 1.843 -0.0054
N -0.408 1.095 3.594 -0.0006
C -1.758 1.547 3.953 -0.0001
C 0.721 1.556 4.405 0.0000
H 0.858 0.139 2.241 -0.0006
H -2.506 0.906 3.475 0.0000
H -1.902 2.592 3.637 0.0000
H -1.860 1.499 5.042 0.0000
H 1.639 1.176 3.932 0.0000
H 0.635 1.152 5.426 0.0000
H 0.745 2.656 4.433 0.0000
H -0.843 -6.531 2.574 0.0000
H 1.984 -6.944 1.917 0.0000
C -0.754 -5.963 1.640 -0.0001
C 1.671 -6.281 1.097 -0.0001
N 0.581 -5.394 1.512 -0.0008
H -1.471 -5.142 1.634 -0.0001
C 0.731 -4.072 1.644 -0.0018
O -0.228 -3.246 1.558 -0.0016
H 2.529 -5.677 0.780 0.0000
H 1.749 -3.708 1.823 -0.0002
H -0.948 -6.645 0.808 0.0000
H 1.333 -6.919 0.268 0.0000
H -1.895 0.837 -3.710 -0.0002
H -2.696 3.563 -2.376 0.0008
C -2.869 0.745 -3.208 -0.0003
C -3.412 2.839 -1.957 0.0003
N -2.881 1.477 -1.938 -0.0031
H -3.086 -0.314 -3.034 0.0000
C -2.579 0.869 -0.777 -0.0070
O -2.437 -0.377 -0.656 -0.0038
H -3.675 3.153 -0.936 0.0000
H -2.410 1.553 0.085 -0.0010
H -3.647 1.195 -3.829 0.0000
H -4.302 2.867 -2.598 -0.0001
O 0.618 2.198 -3.063 0.1876
C 1.440 2.691 -2.068 0.0462
C -0.423 3.556 -0.554 0.0054
C 0.897 3.126 -0.766 0.0009
H -1.122 3.590 -1.395 0.0019
C -0.788 4.038 0.703 -0.0011
H 2.385 2.145 -1.978 0.0038
C 1.852 3.220 0.260 0.0038
H -1.808 4.400 0.864 -0.0002
C 0.160 4.087 1.731 0.0054
C 1.482 3.689 1.507 -0.0008
H 2.884 2.961 0.007 0.0003
H -0.152 4.458 2.705 0.0003
H 2.240 3.760 2.290 -0.0002
Si 1.034 -1.180 -3.522 -0.0077
Cl 0.184 -0.013 -1.702 -0.0035
C -0.328 -2.205 -4.289 -0.0017
C 2.122 -2.484 -2.707 -0.0007
C 1.992 -0.076 -4.627 -0.0016
H -1.320 -2.061 -3.851 -0.0001
H -0.082 -3.272 -4.191 -0.0003
H -0.369 -1.986 -5.363 -0.0001
H 1.337 0.470 -5.313 0.0000
H 2.665 -0.707 -5.229 -0.0004
H 2.597 0.644 -4.062 0.0000
H 2.726 -2.089 -1.874 -0.0001
H 2.779 -2.874 -3.507 -0.0002
H 1.523 -3.328 -2.326 -0.0001
Cl 1.966 -1.437 0.596 -0.0028
```

## Properties
Orbital gap (alpha / beta) (eV): 5.315 / 3.148
E (a.u.): -4122.77360
<S²>: 2.04
Multiplicity: 3